38
Properties=species:S:1:pos:R:3:forces:R:3 method="wB97M-V/def2-TZVPD" smiles="N=[PH2]B(CCCSC(=S)n1ccnc1)S(=O)(=O)F.NC(N)=O" multiplicity=1 gap_ev=7.05 lumo_ev=-2.130 e_homo_ha=-0.3374 e_tot_ha=-2474.49686 e_above_lowest_kcal_mol=0.0
N 2.796163 -1.805600 0.493260 0.2 0.3 -0.4
P 3.250229 -1.436070 -0.977223 -0.1 -0.5 1.1
B 3.053307 0.464477 -1.330887 -0.5 -0.5 -0.1
C 2.295040 1.316703 -0.324022 0.0 0.6 -0.4
C 1.410052 2.438071 -0.913782 0.1 -0.5 0.3
C 0.056098 1.974198 -1.499165 -0.1 0.6 0.4
S -0.308587 0.219613 -1.233603 -0.1 -0.7 -0.9
C -1.857444 0.199317 -0.348499 0.2 0.3 0.7
S -1.846651 0.335743 1.252953 -0.1 0.2 0.1
N -3.063950 0.030318 -1.045962 1.3 0.2 0.4
C -3.428910 -1.069998 -1.765407 0.5 -0.3 -0.2
C -4.662314 -0.794413 -2.216306 -0.3 -0.7 -0.4
N -5.054240 0.435943 -1.811586 -1.3 0.7 -0.4
C -4.091920 0.920524 -1.107023 -0.1 -0.1 0.2
S 3.798629 1.148453 -2.925312 0.7 -0.3 0.7
O 4.576754 0.138785 -3.542086 0.2 -0.7 -0.5
O 4.381113 2.416563 -2.684469 -0.1 0.8 0.0
F 2.539664 1.349414 -3.833949 -0.5 0.2 -0.2
H 3.572232 -2.242776 0.975309 -0.1 -0.1 0.2
H 4.583308 -1.806630 -1.250400 -0.1 0.1 -0.5
H 2.460063 -2.061276 -1.974590 0.3 0.2 -0.3
H 1.781793 0.686083 0.392635 -0.1 -0.1 0.2
H 3.090578 1.816323 0.248297 0.3 0.0 0.0
H 1.247405 3.165684 -0.129301 -0.2 0.2 0.1
H 1.963113 2.939591 -1.696470 0.1 0.2 -0.2
H 0.011562 2.216107 -2.551794 0.0 -0.3 -0.3
H -0.730366 2.556982 -1.034311 -0.2 0.0 0.1
H -2.814663 -1.935275 -1.875178 0.3 -0.2 0.0
H -5.251867 -1.468371 -2.801444 -0.4 0.1 -0.2
H -4.080033 1.876028 -0.629605 0.2 0.3 0.2
N -2.109637 -0.987206 4.768196 0.0 0.0 0.0
C -1.251532 -1.930634 5.269093 0.1 0.0 -0.1
N -0.308311 -2.381844 4.385314 0.0 0.0 0.0
O -1.322043 -2.333940 6.414666 0.0 0.0 0.0
H -2.066862 -0.647128 3.827689 0.0 0.0 0.0
H -2.810892 -0.629294 5.388100 0.0 0.0 0.0
H 0.337331 -3.071358 4.719672 0.0 0.0 0.0
H -0.229177 -2.059071 3.439442 0.0 0.0 0.0


70
Properties=species:S:1:pos:R:3:forces:R:3 method="wB97M-V/def2-TZVPD" multiplicity=2 gap_ev="10.30 / 8.47" lumo_ev="-0.047 / -1.871" e_homo_ha="-0.3802 / -0.3799" e_tot_ha=-11980.89814
C -0.915216 0.064190 0.857778 0.0 -0.4 -1.0
O -1.257380 -0.661293 -0.314296 0.3 1.0 1.6
H 0.151923 0.041339 1.078673 0.2 -0.2 0.0
H -1.232493 1.106946 0.867526 -0.2 0.2 -0.5
H -1.431776 -0.344980 1.726014 -0.2 -0.5 0.0
C 1.375367 2.911406 4.048251 -0.6 0.5 -0.9
C -0.051435 3.511778 4.013790 0.3 -1.7 -0.2
C -1.192679 2.485830 4.266909 -0.3 0.0 0.4
O -1.905878 3.115765 5.313379 -0.8 0.5 0.9
C -1.345622 4.282138 5.684713 -0.9 1.9 3.3
O -1.764530 5.043590 6.567672 0.8 -2.4 -2.8
O -0.183024 4.473561 5.062913 -0.1 -0.2 -0.7
H 1.496129 2.199716 3.231537 -0.1 0.1 -0.2
H 1.653979 2.345162 4.936983 -0.4 0.4 0.3
H 2.073644 3.728659 3.867661 0.2 -0.1 0.2
H -0.373665 3.957016 3.072505 1.0 0.5 -0.2
H -0.938981 1.464381 4.550419 0.6 0.2 0.4
H -1.934978 2.336020 3.482901 0.4 0.4 -0.6
Br 4.706230 -2.583662 2.329258 -0.8 0.6 0.6
C 3.432098 -1.868027 3.711198 -0.7 0.3 -0.7
C 2.040043 -1.527261 3.089318 0.4 -0.5 0.0
Br 0.763373 -0.894681 4.499377 0.7 -0.5 -0.6
H 3.853275 -0.965152 4.153367 0.3 -0.3 -0.2
H 3.391699 -2.673640 4.444319 -0.3 0.2 -0.1
H 1.613383 -2.387490 2.573499 -0.2 -0.2 0.5
H 2.014945 -0.742266 2.333504 0.6 0.2 0.4
Br -2.473888 4.157850 -3.141360 -0.1 -0.7 1.1
C -2.649756 3.328420 -1.331103 -0.7 -0.2 0.0
C -2.347328 4.316453 -0.229982 0.6 0.5 -0.5
Br -0.410849 4.623668 -0.110198 -0.1 -0.2 0.3
H -2.111656 2.381287 -1.292607 0.6 0.5 -0.2
H -3.667894 2.972241 -1.174092 -0.4 0.5 -0.5
H -2.738947 4.038433 0.748516 0.2 -0.3 -0.1
H -2.720315 5.315506 -0.455516 -0.2 -0.2 -0.1
C 2.079350 -1.435844 -0.794244 -0.9 -0.7 1.4
O 2.454982 -1.529297 -2.142170 1.5 0.3 0.2
C 1.699604 -1.876997 -3.155438 -5.8 -0.7 0.7
O 0.495385 -2.295610 -3.041432 4.8 1.3 -0.8
O 2.333486 -1.549641 -4.272494 -0.3 -0.6 -0.1
C 1.590898 -1.692375 -5.501536 0.4 0.5 -0.2
H 1.352228 -2.146339 -0.401055 -0.3 -0.6 -0.9
H 1.596371 -0.500120 -0.512753 0.5 0.5 -0.5
H 2.953852 -1.638869 -0.176091 0.3 0.5 -0.3
H 2.321443 -1.381650 -6.248432 -0.1 -0.4 -0.1
H 0.781237 -0.964949 -5.559782 -0.1 -0.2 0.3
H 1.217999 -2.702380 -5.671659 0.1 0.1 0.2
C -2.164158 0.554567 -6.868227 -1.3 -0.9 -0.4
O -1.172191 1.143813 -6.068652 0.8 1.0 0.4
C -1.133321 0.899998 -4.762326 -0.3 -1.4 2.4
O -1.813828 0.096717 -4.116756 1.2 1.9 -1.9
O -0.120881 1.655904 -4.189779 -1.0 -0.2 -2.8
C 0.104916 1.453627 -2.843736 -0.8 -1.0 1.8
H -2.125960 0.894559 -7.903144 0.8 0.3 0.2
H -3.175654 0.821099 -6.561744 0.1 -0.1 0.5
H -2.067989 -0.531121 -6.880057 0.0 0.0 0.2
H 0.500552 2.338422 -2.345026 0.1 0.1 -0.5
H 0.720998 0.576389 -2.646271 0.4 0.1 -0.2
H -0.847893 1.179987 -2.390550 0.0 0.1 0.3
C 1.821404 -5.032247 0.125535 -0.9 -0.3 -0.3
O 1.003874 -4.407351 1.090651 0.3 1.2 1.8
C -0.289333 -4.177752 0.874698 -0.4 -0.2 -2.1
O -0.801667 -4.176012 -0.237919 0.3 0.0 2.2
O -0.837318 -3.966163 2.074657 2.8 -1.1 0.7
C -2.108495 -3.481646 2.214957 -1.5 0.3 -1.4
H 2.063905 -4.378949 -0.712614 -0.2 0.0 -0.1
H 1.160456 -5.851294 -0.158010 1.0 -0.5 -0.8
H 2.735849 -5.303905 0.652878 -0.2 -0.3 -0.1
H -2.752451 -4.158579 1.653541 -0.5 0.5 -0.2
H -2.028594 -2.490754 1.767924 -1.2 0.2 0.2
H -2.466851 -3.498142 3.244234 0.7 0.2 0.0


45
Properties=species:S:1:pos:R:3:forces:R:3 method="wB97M-V/def2-TZVPD" smiles="CCCCOC[C@H](O)CCc1n[nH]c(=S)n1-c1ccccc1" multiplicity=1 gap_ev=8.61 lumo_ev=0.682 e_homo_ha=-0.2915 e_tot_ha=-1336.41759 e_above_lowest_kcal_mol=38.6
C 2.158095 5.533763 0.696432 0.2 -0.2 0.0
C 2.769189 4.250041 0.147084 -0.2 0.0 -0.1
C 1.777131 3.411506 -0.660098 0.0 -0.2 0.5
C 0.734222 2.714262 0.208450 -0.1 0.2 -0.3
O 1.400338 1.782345 1.046080 0.3 0.0 -0.1
C 0.619338 1.243740 2.075224 -0.4 -0.1 0.2
C -0.371934 0.141433 1.644655 0.5 0.0 -0.3
O -1.192632 -0.208074 2.736897 -0.1 0.0 0.4
C 0.344070 -1.093928 1.077703 -0.2 0.3 0.0
C 0.804393 -0.904386 -0.372523 0.1 -0.1 0.2
C -0.347755 -0.705878 -1.286847 0.2 0.3 -0.1
N -0.605819 0.395632 -1.915281 0.7 0.3 0.2
N -1.766284 0.181211 -2.579801 0.0 -0.9 0.4
C -2.256924 -1.065829 -2.359872 -0.1 0.3 -0.3
S -3.625023 -1.721055 -2.974430 -0.6 -0.3 -0.3
N -1.324377 -1.645304 -1.521097 -0.2 0.8 -0.4
C -1.412742 -2.959722 -1.013932 0.0 -0.6 0.2
C -2.527829 -3.329100 -0.273220 0.1 0.1 0.0
C -2.622930 -4.620114 0.213176 0.0 0.0 0.0
C -1.613523 -5.535227 -0.034975 0.0 -0.1 0.0
C -0.508553 -5.163995 -0.782978 0.0 -0.1 0.1
C -0.406010 -3.878107 -1.281734 -0.1 0.2 0.0
H 1.759621 6.142981 -0.112458 -0.1 0.1 -0.1
H 1.351691 5.318584 1.392684 -0.1 0.0 0.1
H 2.911641 6.114595 1.223360 0.0 0.1 0.1
H 3.611904 4.509001 -0.497430 0.1 0.0 0.0
H 3.149661 3.640532 0.967755 0.1 0.0 0.0
H 2.321087 2.640409 -1.207416 0.0 0.0 -0.1
H 1.258025 4.041237 -1.384265 0.0 0.0 -0.1
H 0.191645 3.441733 0.827665 0.0 0.0 0.0
H 0.012494 2.198635 -0.438952 0.1 0.1 0.1
H 1.332238 0.817048 2.791344 -0.1 0.0 0.0
H 0.045581 2.034125 2.584322 0.1 -0.1 0.0
H -1.063376 0.543477 0.897284 0.1 0.0 0.0
H -0.637371 -0.552417 3.446331 0.0 0.0 0.0
H 1.216917 -1.320224 1.694676 0.0 -0.1 0.1
H -0.344095 -1.941560 1.139348 0.1 0.0 0.1
H 1.373310 -1.783883 -0.679128 0.0 0.1 0.0
H 1.445223 -0.026060 -0.440469 0.0 -0.1 -0.1
H -2.181246 0.891517 -3.158399 0.0 -0.1 0.1
H -3.309195 -2.608860 -0.088208 0.0 0.1 0.0
H -3.489682 -4.910370 0.786827 -0.1 0.0 0.1
H -1.691418 -6.541873 0.346922 0.0 -0.1 0.0
H 0.272335 -5.880216 -0.989915 0.1 -0.1 0.0
H 0.438570 -3.591627 -1.890793 0.1 0.0 -0.1


17
Properties=species:S:1:pos:R:3:forces:R:3 method="wB97M-V/def2-TZVPD" multiplicity=2 gap_ev="6.84 / 10.33" lumo_ev="-3.842 / -3.856" e_homo_ha="-0.3925 / -0.5214" total_charge=+1 e_tot_ha=-657.71433 e_above_lowest_kcal_mol=23.4
O -2.382975 1.126815 0.790530 0.3 0.2 -0.2
C -2.400002 0.311240 -0.117182 0.3 0.2 0.4
C -3.298857 -0.863312 -0.163246 -0.2 -0.2 -0.1
H -1.681064 0.414474 -0.955059 -0.2 0.0 0.1
H -3.927323 -0.780876 -1.064192 0.1 -0.1 0.2
H -2.681228 -1.764424 -0.303067 -0.2 0.2 0.0
H -3.914814 -0.946526 0.738067 0.2 0.1 -0.3
O 1.362706 2.331079 0.608845 1.4 -0.9 -0.1
Na -0.905764 3.048318 1.520190 0.1 -0.5 -0.3
H 1.545124 -1.754665 -0.049617 0.2 0.2 0.3
O 1.543722 0.112228 0.818638 0.6 0.2 0.6
O 2.788210 0.948809 -0.946259 -1.5 2.8 3.0
C 2.268466 -0.972430 0.217768 0.4 -0.7 -0.4
C 2.929092 -0.360577 -0.983313 0.1 -1.2 0.3
C 1.925394 1.289158 0.387555 -0.9 -0.6 -3.7
H 2.999853 -1.360104 0.942943 -0.3 0.0 0.0
H 3.829464 -0.779203 -1.442602 -0.3 0.3 0.2


12
Properties=species:S:1:pos:R:3:forces:R:3 method="wB97M-V/def2-TZVPD" smiles=CSS.C multiplicity=1 gap_ev=9.64 lumo_ev=0.579 e_homo_ha=-0.3331 e_tot_ha=-877.34745 e_above_lowest_kcal_mol=7.1
C 1.576321 -0.018596 -0.065558 1.0 -1.2 1.2
S 2.906636 1.201249 0.032239 0.2 -0.1 0.2
S 4.476560 0.158548 0.879546 -0.5 0.2 0.0
H 1.969691 -1.033674 -0.032159 0.7 0.0 -0.9
H 1.000823 -0.152126 0.854158 -0.7 1.2 -0.3
H 1.112426 0.147563 -1.011105 -1.0 0.1 -0.2
H 4.032262 0.254887 2.143062 0.2 0.0 0.1
C -3.418324 -0.115425 -0.576030 0.0 0.0 0.6
H -3.942016 0.642724 0.005059 -0.1 0.0 -0.2
H -4.123778 -0.797240 -1.037100 -0.1 -0.1 0.0
H -2.805617 0.358820 -1.326200 0.2 0.1 -0.2
H -2.784987 -0.646731 0.134088 0.0 -0.1 -0.2


8
Properties=species:S:1:pos:R:3:forces:R:3 method="wB97M-V/def2-TZVPD" multiplicity=1 gap_ev=8.65 lumo_ev=0.025 e_homo_ha=-0.3169 e_tot_ha=-761.22504 e_above_lowest_kcal_mol=18.7
C -1.315410 0.021425 0.197433 -2.2 0.1 -1.1
C 0.939970 -0.186602 -0.579829 -0.9 -2.8 -0.4
P -0.687165 0.135803 -1.419083 -0.9 -0.4 2.6
P 0.130811 -0.459324 1.189516 0.5 0.6 -1.4
H -2.450971 0.027698 0.533576 2.5 0.2 -0.7
H 1.447952 -1.057725 -1.165567 -0.5 1.5 1.6
H 1.485708 0.688997 -0.590132 1.7 1.6 -0.1
H 0.449103 0.829728 1.834086 -0.1 -0.8 -0.6